A single C3H8N2O4 molecule in a non-equilibrium geometry. Source: the Open Molecules 2025 dataset; level of theory: ωB97M-V/def2-TZVPD.

Output
E_HOMO	-9.632	eV
SMILES	C[C@@H](C(=O)O)N(O)ON
LUMO level	0.753	eV
M	136.1	u
electronic energy	-529.42423	a.u.

Last columns: bonded neighbours and bond lengths (Å).
Cartesian coordinates (Å):
1 C -0.851 0.835 1.676  C2 1.523, H10 1.088, H11 1.087, H12 1.089
2 C -0.309 -0.264 0.772  C1 1.523, C3 1.573, N6 1.437, H13 1.101
3 C -1.172 -0.399 -0.536  C2 1.573, O4 1.206, O5 1.356
4 O -2.051 -1.219 -0.625  C3 1.206
5 O -1.171 0.744 -1.267  C3 1.356, H14 0.969
6 N 1.001 0.079 0.290  C2 1.437, O7 1.361, O8 1.619
7 O 1.993 -0.389 1.095  N6 1.361, H15 0.977
8 O 0.937 -0.833 -1.045  N6 1.619, N9 1.381
9 N 1.460 -0.330 -2.220  O8 1.381, H16 1.018, H17 1.019
10 H -1.884 0.605 1.927  C1 1.088
11 H -0.817 1.793 1.165  C1 1.087
12 H -0.236 0.897 2.573  C1 1.089
13 H -0.341 -1.249 1.262  C2 1.101
14 H -1.901 0.698 -1.903  O5 0.969
15 H 1.817 -1.314 1.358  O7 0.977
16 H 2.467 -0.239 -2.108  N9 1.018
17 H 1.056 0.584 -2.416  N9 1.019

Here are the natural (NBO) charges for atoms 1 to 4, given in e:
1. C -0.61
2. C -0.19
3. C 0.82
4. O -0.60

A single C3H8N2OS molecule in a non-equilibrium geometry. Source: the Open Molecules 2025 dataset; level of theory: ωB97M-V/def2-TZVPD.

Output
E_HOMO	-9.037	eV
SMILES	[H]/N=C(/N)SCCO
LUMO level	0.590	eV
M	120.2	u
electronic energy	-702.02942	a.u.

Last columns: bonded neighbours and bond lengths (Å).
Cartesian coordinates (Å):
1 H 2.205 -1.691 -1.313  N2 1.037
2 N 1.260 -2.088 -1.159  H1 1.037, C3 1.264
3 C 0.364 -1.199 -1.114  N2 1.264, N4 1.359, S5 1.795
4 N -0.958 -1.480 -0.970  C3 1.359, H9 1.016, H10 0.998
5 S 0.779 0.534 -1.334  C3 1.795, C6 1.832
6 C 0.792 1.188 0.377  S5 1.832, C7 1.522, H11 1.151, H12 1.120
7 C -0.390 0.813 1.260  C6 1.522, O8 1.424, H13 1.089, H14 1.140
8 O -1.667 0.980 0.651  C7 1.424, H15 0.976
9 H -1.546 -0.793 -0.507  N4 1.016
10 H -0.971 -2.415 -0.622  N4 0.998
11 H 0.736 2.325 0.206  C6 1.151
12 H 1.742 0.960 0.924  C6 1.120
13 H -0.346 -0.257 1.457  C7 1.089
14 H -0.312 1.462 2.193  C7 1.140
15 H -1.688 1.662 -0.047  O8 0.976

Here are the natural (NBO) charges for atoms 1 to 4, given in e:
1. H 0.36
2. N -0.70
3. C 0.29
4. N -0.82